No. 1
Formula: C27H73B2F8FeN6O9
Source: OMol25
Level of theory: ωB97M-V/def2-TZVPD

```
! RIJCOSX wB97M-V def2-TZVPD def2/J DEFGRID3
* xyz 0 6
Fe 11.32 14.24 15.59
B 8.88 14.95 13.69
F 7.61 15.29 13.91
F 9.42 14.25 14.90
F 9.08 14.03 12.61
F 9.65 16.04 13.51
B 9.38 10.77 18.11
F 8.67 9.79 18.81
F 8.69 11.95 17.94
F 10.59 10.92 18.76
F 9.66 10.28 16.78
C 13.95 16.66 16.97
C 12.90 15.72 16.43
O 12.06 16.12 15.53
O 13.00 14.48 16.73
H 13.90 17.72 16.56
H 14.97 16.32 16.76
H 13.92 16.83 18.08
C 18.09 13.10 15.07
C 17.35 12.69 16.29
C 16.41 13.84 16.78
O 16.69 15.10 16.22
C 17.76 15.80 16.87
N 16.46 11.49 16.05
H 18.86 12.45 14.72
H 18.54 14.09 15.15
H 17.32 13.30 14.25
H 18.05 12.44 17.14
H 16.48 13.90 17.87
H 15.41 13.63 16.39
H 17.62 16.86 16.78
H 18.68 15.61 16.36
H 17.87 15.51 17.91
H 16.01 11.47 15.16
H 16.96 10.60 16.13
C 8.03 15.84 17.41
C 9.52 15.69 17.59
C 9.84 16.33 18.93
O 11.22 16.63 19.14
C 11.44 17.15 20.43
N 10.15 14.32 17.46
H 7.67 16.87 17.54
H 7.39 15.25 18.04
H 7.74 15.52 16.39
H 9.88 16.36 16.86
H 9.41 15.79 19.76
H 9.33 17.28 18.92
H 12.53 17.43 20.58
H 11.26 16.41 21.21
H 10.82 18.08 20.54
H 10.80 14.21 18.23
H 9.35 13.68 17.63
C 10.76 19.29 11.59
C 12.07 18.97 12.28
C 11.82 18.37 13.63
O 11.28 19.34 14.53
C 10.52 18.87 15.64
N 12.92 17.98 11.59
H 10.20 18.41 11.44
H 10.89 19.85 10.59
H 10.13 19.91 12.28
H 12.65 19.96 12.43
H 12.78 18.04 14.11
H 11.13 17.53 13.52
H 9.93 17.98 15.33
H 9.84 19.67 15.85
H 11.24 18.56 16.42
H 13.90 18.16 11.81
H 12.84 17.87 10.55
C 7.61 12.94 9.16
C 7.68 11.53 9.75
C 6.50 11.39 10.72
O 6.69 10.28 11.48
C 5.68 9.80 12.29
N 7.39 10.50 8.70
H 6.59 13.20 9.33
H 7.84 12.92 8.08
H 8.31 13.50 9.78
H 8.60 11.34 10.36
H 5.55 11.34 10.16
H 6.35 12.29 11.44
H 5.18 10.48 12.98
H 6.07 8.94 12.88
H 4.80 9.31 11.76
H 8.08 10.36 7.97
H 7.22 9.62 9.16
C 12.99 10.30 16.69
C 12.56 11.17 15.51
C 12.08 10.43 14.34
O 11.91 11.37 13.26
C 11.58 10.70 12.03
N 11.51 12.17 15.93
H 13.76 9.61 16.40
H 12.13 9.70 17.03
H 13.45 10.85 17.46
H 13.47 11.70 15.18
H 11.16 9.88 14.39
H 12.85 9.70 14.14
H 12.32 9.96 11.80
H 11.43 11.30 11.21
H 10.65 10.18 12.18
H 10.67 11.75 15.50
H 11.43 12.02 16.93
C 14.47 14.71 13.46
C 13.01 15.02 12.89
C 12.95 14.65 11.35
O 11.62 14.31 10.92
C 11.00 15.42 10.25
N 12.08 14.18 13.58
H 14.96 15.72 13.50
H 15.04 14.05 12.91
H 14.36 14.45 14.44
H 12.76 16.07 13.05
H 13.46 13.75 11.16
H 13.47 15.48 10.76
H 9.99 15.00 10.13
H 11.55 15.72 9.24
H 10.95 16.28 10.92
H 11.21 14.38 13.13
H 12.21 13.19 13.41
C 12.65 13.44 20.86
O 11.89 13.33 19.65
H 13.51 14.04 20.66
H 12.05 13.97 21.60
H 12.91 12.45 21.15
H 11.34 12.53 19.70
*
```

Results
Calculated total energy, Eh: -4190.91798


No. 2
Formula: C27H76NO11P
Source: OMol25
Level of theory: ωB97M-V/def2-TZVPD

```
! RIJCOSX wB97M-V def2-TZVPD def2/J DEFGRID3
* xyz 0 1
C 4.98 -1.36 0.98
C 5.29 0.06 0.31
C 4.06 0.70 -0.51
C 2.63 0.53 0.18
N 1.52 0.82 -0.80
P 0.13 1.59 0.04
C -1.25 2.50 0.98
C -2.67 1.72 1.04
C -2.70 0.30 0.29
C -4.17 -0.33 0.57
O -4.11 -1.59 1.30
C -4.25 -2.70 0.40
O -4.87 -3.71 0.82
H 5.96 -1.97 1.06
H 4.51 -1.23 2.04
H 4.23 -1.94 0.33
H 6.17 -0.09 -0.41
H 5.57 0.78 1.16
H 4.26 1.84 -0.57
H 4.03 0.34 -1.60
H 2.57 1.33 1.02
H 2.42 -0.50 0.62
H 1.90 1.48 -1.51
H -0.65 1.43 -1.16
H 0.29 0.60 1.07
H 0.92 2.81 0.12
H -1.41 3.56 0.59
H -0.89 2.60 2.08
H -3.46 2.41 0.56
H -2.95 1.58 2.15
H -2.68 0.52 -0.84
H -1.86 -0.41 0.59
H -4.68 -0.57 -0.44
H -4.87 0.43 1.08
H -3.85 -2.65 -0.68
C -0.89 -4.01 0.25
C 0.59 -4.05 0.54
O 1.31 -3.34 -0.46
H -1.11 -4.45 -0.73
H -1.46 -4.56 1.01
H -1.25 -2.98 0.22
H 0.95 -5.08 0.55
H 0.81 -3.61 1.52
H 1.00 -2.43 -0.45
C 3.27 -3.61 5.61
C 2.94 -3.18 4.19
O 4.02 -2.43 3.64
H 3.47 -2.74 6.24
H 2.45 -4.18 6.04
H 4.17 -4.23 5.62
H 2.05 -2.55 4.18
H 2.76 -4.05 3.55
H 4.80 -3.00 3.65
C 0.83 5.97 -3.04
C 1.18 4.85 -2.08
O 0.02 4.40 -1.39
H 0.39 6.81 -2.49
H 1.71 6.32 -3.57
H 0.08 5.64 -3.76
H 1.91 5.19 -1.34
H 1.62 4.00 -2.62
H -0.61 4.09 -2.05
C -8.24 -0.44 2.61
C -8.57 -0.01 1.19
O -7.50 0.77 0.66
H -8.07 0.43 3.25
H -9.05 -1.04 3.03
H -7.32 -1.03 2.63
H -9.47 0.60 1.18
H -8.72 -0.88 0.55
H -6.71 0.22 0.67
C 4.16 5.28 2.42
C 3.71 4.44 1.25
O 4.22 4.97 0.03
H 3.83 6.31 2.31
H 3.77 4.88 3.36
H 5.25 5.30 2.48
H 2.62 4.43 1.18
H 4.05 3.40 1.35
H 5.18 4.96 0.09
C -0.15 7.17 -7.68
C 0.86 6.25 -7.04
O 0.26 5.50 -5.99
H -0.57 7.86 -6.94
H 0.30 7.75 -8.49
H -0.99 6.60 -8.09
H 1.69 6.82 -6.62
H 1.27 5.55 -7.78
H -0.47 4.99 -6.37
C -3.18 -7.29 -0.46
C -2.47 -7.92 0.71
O -1.71 -9.05 0.28
H -3.85 -8.01 -0.94
H -3.77 -6.42 -0.14
H -2.47 -6.96 -1.22
H -3.19 -8.26 1.46
H -1.79 -7.21 1.19
H -1.07 -8.73 -0.37
C 5.50 -0.98 -5.86
C 5.27 -0.24 -4.55
O 3.93 -0.45 -4.11
H 4.81 -0.62 -6.63
H 6.53 -0.83 -6.21
H 5.33 -2.05 -5.74
H 5.42 0.83 -4.68
H 5.95 -0.60 -3.78
H 3.80 -1.40 -3.99
C -3.88 -1.67 5.72
C -4.32 -2.52 4.54
O -3.81 -1.97 3.33
H -4.24 -0.65 5.61
H -4.27 -2.08 6.66
H -2.79 -1.63 5.79
H -5.41 -2.54 4.47
H -3.95 -3.55 4.64
H -2.84 -1.96 3.40
*
```

Results
Calculated total energy, Eh: -2297.74461
SMILES: CCCCN[PH3]CCCCOC=O.CCO.CCO.CCO.CCO.CCO.CCO.CCO.CCO.CCO


No. 3
Formula: C27H76O17
Source: OMol25
Level of theory: ωB97M-V/def2-TZVPD

```
! RIJCOSX wB97M-V def2-TZVPD def2/J DEFGRID3
* xyz 0 1
C 0.52 -21.18 5.34
C -0.42 -22.13 4.59
C -1.80 -21.50 4.25
O 0.22 -22.46 3.35
H 0.87 -20.34 4.63
H 1.40 -21.71 5.70
H 0.06 -20.63 6.15
H -0.43 -23.03 5.18
H -2.23 -21.19 5.21
H -2.46 -22.17 3.77
H -1.65 -20.64 3.67
H 0.44 -21.63 2.93
C -9.06 -18.05 1.89
C -7.70 -18.73 1.44
C -6.80 -19.04 2.64
O -7.90 -19.93 0.66
H -9.74 -17.83 1.04
H -9.00 -17.18 2.55
H -9.62 -18.80 2.46
H -7.13 -17.99 0.82
H -6.87 -18.36 3.44
H -5.78 -19.21 2.39
H -7.13 -19.91 3.18
H -8.78 -20.29 0.64
C -7.39 -26.87 5.29
C -6.98 -25.49 5.80
C -5.47 -25.23 5.79
O -7.65 -24.50 5.02
H -8.47 -26.99 5.33
H -6.77 -27.64 5.72
H -7.11 -26.82 4.23
H -7.24 -25.42 6.85
H -5.28 -24.38 6.44
H -5.04 -25.16 4.80
H -5.00 -26.09 6.30
H -7.15 -24.35 4.20
C -7.22 -19.32 -3.04
C -5.83 -19.72 -2.43
C -4.62 -19.10 -3.25
O -5.76 -19.33 -1.06
H -7.95 -19.81 -2.38
H -7.39 -19.84 -4.01
H -7.31 -18.24 -2.98
H -5.80 -20.82 -2.30
H -4.74 -19.42 -4.28
H -3.77 -19.42 -2.70
H -4.69 -18.00 -3.31
H -6.61 -19.53 -0.57
C -5.14 -22.99 2.46
C -5.25 -22.02 1.25
C -3.98 -21.42 0.75
O -5.85 -22.88 0.22
H -4.94 -22.44 3.39
H -4.32 -23.71 2.26
H -6.10 -23.56 2.52
H -5.95 -21.20 1.46
H -3.27 -21.03 1.45
H -4.26 -20.63 0.08
H -3.37 -22.22 0.31
H -5.06 -23.28 -0.25
O 1.92 -20.95 -3.37
C 0.69 -20.41 -3.44
C -0.45 -21.34 -3.18
O -0.53 -22.19 -4.29
H 2.00 -21.64 -4.01
H 0.71 -19.66 -2.68
H 0.48 -19.92 -4.41
H -1.43 -20.76 -3.10
H -0.26 -21.91 -2.22
H -1.16 -22.91 -4.09
O -8.12 -28.32 0.51
C -7.60 -27.33 1.42
C -6.99 -26.16 0.71
O -5.87 -26.70 0.03
H -7.45 -28.34 -0.14
H -8.39 -27.05 2.14
H -6.82 -27.76 2.07
H -6.77 -25.37 1.37
H -7.86 -25.78 0.08
H -5.46 -25.98 -0.47
O -8.63 -22.90 -0.10
C -9.16 -23.09 1.18
C -10.51 -22.46 1.24
O -10.49 -21.09 0.96
H -7.67 -22.70 -0.08
H -9.23 -24.14 1.37
H -8.45 -22.71 1.93
H -10.83 -22.55 2.27
H -11.24 -22.98 0.68
H -10.80 -20.94 0.07
O -2.57 -23.45 -2.93
C -3.98 -23.09 -3.11
C -4.77 -24.39 -2.86
O -4.59 -25.08 -1.65
H -2.35 -23.26 -2.02
H -4.20 -22.22 -2.44
H -4.19 -22.72 -4.14
H -4.35 -24.97 -3.74
H -5.81 -24.07 -3.05
H -3.67 -24.88 -1.40
O -1.21 -25.83 1.90
C -2.09 -26.20 2.99
C -3.48 -26.58 2.55
O -3.36 -27.65 1.59
H -1.05 -26.62 1.32
H -1.73 -27.06 3.54
H -2.03 -25.34 3.63
H -3.91 -25.72 2.01
H -4.10 -27.00 3.40
H -4.25 -27.80 1.29
O -1.46 -24.52 -0.49
C -0.55 -25.25 -1.36
C -0.96 -26.65 -1.71
O -0.97 -27.58 -0.61
H -1.32 -24.77 0.39
H -0.48 -24.72 -2.32
H 0.45 -25.32 -0.92
H -0.38 -27.09 -2.52
H -2.00 -26.65 -2.09
H -1.84 -27.92 -0.47
*
```

Results
SMILES: CC(C)O.CC(C)O.CC(C)O.CC(C)O.CC(C)O.OCCO.OCCO.OCCO.OCCO.OCCO.OCCO
Energy relative to the best compared isomer or geometry (same formula, charge and spin), kcal per mole: 40.09


No. 4
Formula: C27H78N12O9
Source: OMol25
Level of theory: ωB97M-V/def2-TZVPD

```
! RIJCOSX wB97M-V def2-TZVPD def2/J DEFGRID3
* xyz 0 1
C -9.15 3.76 -2.28
O -8.01 3.62 -1.44
C -6.80 4.03 -2.05
C -5.65 3.51 -1.24
C -5.66 1.99 -1.12
N -5.66 4.08 0.14
H -9.51 4.78 -2.16
H -9.89 3.07 -1.88
H -9.03 3.48 -3.33
H -6.67 3.68 -3.08
H -6.80 5.12 -2.00
H -4.75 3.87 -1.74
H -4.78 1.61 -0.58
H -5.66 1.51 -2.10
H -6.51 1.59 -0.57
H -6.59 3.83 0.48
H -4.93 3.64 0.67
C 3.48 -2.61 5.02
O 2.55 -1.77 4.32
C 1.42 -1.43 5.04
C 0.45 -0.82 4.06
C -0.93 -0.42 4.57
N 0.28 -1.70 2.86
H 2.96 -3.54 5.29
H 3.81 -2.04 5.90
H 4.35 -2.79 4.40
H 0.98 -2.26 5.62
H 1.60 -0.67 5.82
H 0.89 0.06 3.59
H -0.77 0.30 5.38
H -1.47 -1.27 5.02
H -1.64 -0.12 3.81
H 1.08 -1.55 2.26
H 0.37 -2.67 3.17
C 2.67 0.31 0.69
O 1.43 -0.23 0.23
C 0.65 0.75 -0.43
C -0.79 0.28 -0.35
C -1.69 0.83 -1.46
N -1.33 0.49 1.02
H 3.38 -0.51 0.79
H 2.57 0.82 1.65
H 3.12 0.96 -0.07
H 0.75 1.74 0.03
H 1.00 0.87 -1.47
H -0.86 -0.80 -0.51
H -1.29 1.76 -1.89
H -2.75 0.96 -1.26
H -1.63 0.23 -2.38
H -0.79 -0.23 1.51
H -1.01 1.38 1.40
C 2.01 -1.17 -2.89
O 2.91 -2.05 -3.56
C 3.76 -2.74 -2.67
C 4.91 -1.82 -2.21
C 5.78 -1.18 -3.27
N 5.69 -2.41 -1.09
H 1.29 -0.78 -3.60
H 2.56 -0.37 -2.37
H 1.52 -1.74 -2.09
H 3.22 -3.29 -1.90
H 4.27 -3.55 -3.20
H 4.39 -0.97 -1.74
H 6.75 -0.86 -2.91
H 5.25 -0.35 -3.75
H 5.95 -1.83 -4.13
H 5.73 -1.88 -0.22
H 6.65 -2.25 -1.39
C 1.39 -5.26 -3.02
O 0.64 -4.49 -2.11
C -0.37 -5.26 -1.47
C -0.98 -4.39 -0.36
C -2.12 -3.54 -0.90
N 0.04 -3.55 0.29
H 0.80 -5.83 -3.73
H 2.13 -5.89 -2.50
H 2.06 -4.61 -3.60
H -1.14 -5.69 -2.11
H 0.10 -6.11 -0.96
H -1.35 -5.05 0.44
H -1.80 -2.90 -1.73
H -2.44 -2.83 -0.12
H -2.93 -4.16 -1.28
H -0.44 -2.72 0.63
H 0.64 -3.15 -0.44
C 4.06 3.84 0.00
O 3.01 4.24 -0.84
C 3.48 4.80 -2.06
C 2.34 4.98 -3.06
C 1.35 3.81 -3.00
N 2.75 5.09 -4.46
H 4.70 4.64 0.37
H 4.71 3.09 -0.46
H 3.64 3.32 0.87
H 3.97 5.75 -1.79
H 4.38 4.26 -2.39
H 1.81 5.91 -2.84
H 0.64 3.83 -3.82
H 0.79 3.86 -2.07
H 1.88 2.85 -3.02
H 2.85 4.16 -4.85
H 3.62 5.61 -4.58
N -3.27 2.43 3.88
C -2.56 3.47 3.31
N -3.23 4.66 3.36
O -1.45 3.29 2.81
H -4.09 2.66 4.42
H -2.81 1.57 4.10
H -4.21 4.75 3.54
H -2.64 5.39 2.99
N 5.17 -4.50 1.02
C 3.96 -4.27 1.58
N 3.16 -3.46 0.81
O 3.66 -4.64 2.71
H 5.87 -5.05 1.48
H 5.43 -4.17 0.09
H 3.45 -3.02 -0.04
H 2.25 -3.40 1.24
N -3.60 -1.84 2.51
C -4.56 -0.91 2.24
N -4.08 0.28 1.80
O -5.77 -1.16 2.34
H -3.98 -2.71 2.84
H -2.67 -1.64 2.17
H -3.06 0.36 1.63
H -4.65 1.10 1.76
*
```

Results
SMILES: COC[C@H](C)N.COC[C@H](C)N.COC[C@H](C)N.COC[C@H](C)N.COC[C@H](C)N.COC[C@H](C)N.NC(N)=O.NC(N)=O.NC(N)=O
Energy relative to the best compared isomer or geometry (same formula, charge and spin), kcal per mole: 16.41